[1]
{
  "formula": "C26H24BrFeN6",
  "method": "ωB97M-V/def2-TZVPD",
  "symbols": ["H", "H", "C", "H", "C", "H", "H", "Fe", "N", "H", "H", "C", "H", "N", "C", "C", "H", "H", "H", "H", "N", "N", "H", "C", "H", "C", "C", "H", "N", "N", "H", "C", "C", "H", "H", "C", "C", "C", "C", "C", "C", "C", "H", "C", "C", "H", "C", "H", "C", "C", "H", "C", "H", "C", "C", "C", "H", "Br"],
  "coordinates": [[-4.993, 4.675, -0.362], [-3.425, 4.583, -1.163], [-2.837, 2.046, -0.077], [-2.817, -0.036, 2.808], [2.198, -2.284, 3.094], [1.882, -2.586, 4.082], [3.761, 3.732, -3.302], [-1.219, -0.726, 0.085], [-2.814, 0.712, 0.028], [3.523, 2.947, -1.036], [4.278, -2.819, 4.742], [-0.608, -2.226, 3.729], [-0.095, -3.019, 4.243], [0.898, -0.613, 0.089], [-5.207, 2.054, -0.150], [-1.660, -1.943, -2.751], [-1.871, 2.537, -0.086], [-1.263, -2.758, -4.779], [-6.152, 2.579, -0.220], [5.011, -2.155, 1.216], [-0.922, -0.649, 2.185], [-0.064, -1.605, 2.656], [2.106, 3.972, -3.858], [-3.987, 4.271, -0.282], [-3.511, 4.718, 0.592], [-5.205, 0.669, -0.043], [1.740, -1.202, 0.968], [-2.577, -2.399, -2.416], [0.093, -0.711, -2.658], [-1.011, -1.079, -1.966], [3.457, -1.067, -0.323], [4.478, -3.125, 3.716], [1.454, 1.235, -3.077], [5.516, -2.900, 3.479], [0.941, -1.151, -4.540], [2.816, 2.197, -1.367], [1.291, -1.712, 2.226], [-4.016, 2.775, -0.169], [2.386, 2.198, -2.691], [3.113, -1.388, 0.650], [-1.840, -1.673, 3.972], [0.981, 0.295, -2.180], [-2.530, -1.940, 4.753], [2.876, 3.220, -3.674], [-0.988, -2.123, -3.956], [4.352, -4.210, 3.667], [0.126, -1.322, -3.857], [2.667, 1.304, 0.571], [1.426, 0.284, -0.847], [-3.974, 0.066, 0.042], [-6.120, 0.095, -0.028], [-1.988, -0.702, 2.986], [3.121, 2.760, -4.631], [2.346, 1.266, -0.461], [3.980, -2.009, 1.508], [3.544, -2.458, 2.758], [1.089, 1.222, -4.096], [-3.756, -1.823, 0.201]],
  "energy_ha": -5170.946264,
  "max_force_ev_per_a": 0.5,
  "s2": 8.7993,
  "total_charge": 2,
  "spin_multiplicity": 6
}

[2]
{
  "formula": "C26H24CdF12NO2S3",
  "method": "ωB97M-V/def2-TZVPD",
  "symbols": ["H", "C", "S", "H", "H", "C", "C", "C", "C", "F", "H", "H", "S", "C", "H", "O", "F", "C", "H", "H", "H", "C", "C", "C", "H", "F", "H", "C", "F", "O", "H", "N", "C", "H", "H", "Cd", "H", "C", "H", "C", "C", "F", "H", "F", "C", "C", "C", "F", "C", "F", "H", "H", "C", "H", "F", "C", "S", "C", "H", "F", "C", "C", "H", "F", "C", "C", "H", "H", "F"],
  "coordinates": [[0.060, 5.473, -2.533], [-1.343, -2.116, 0.313], [0.802, 3.498, -1.447], [-3.681, -0.043, 2.489], [-0.681, -2.690, -0.323], [2.314, -4.007, 1.191], [-3.006, -0.613, 1.867], [0.846, 2.499, -2.951], [-5.039, -1.928, 1.165], [3.555, 0.963, 1.427], [0.145, 0.740, -3.922], [-0.472, 5.348, -0.858], [-2.674, 3.392, -1.063], [-1.648, -0.283, 1.861], [-4.316, 1.890, -1.891], [-0.112, 1.630, 2.344], [4.710, 1.676, -0.254], [-2.689, -2.400, 0.344], [-2.837, 0.359, -0.698], [-1.691, 3.816, -3.212], [-5.587, -1.322, 0.437], [3.700, -2.521, -0.021], [3.167, -0.137, -0.636], [3.872, -0.390, -2.020], [0.905, 3.182, -3.802], [3.195, -1.285, -2.753], [2.131, -4.970, 1.659], [-3.242, 1.986, -2.060], [3.926, 0.735, -2.756], [2.199, 0.767, -0.926], [-3.027, -0.123, -2.378], [0.574, -0.775, 0.937], [4.193, 0.569, 0.309], [4.167, -5.828, 0.393], [-5.244, -2.976, 0.938], [0.728, 1.361, 0.476], [-5.457, -1.709, 2.149], [1.363, -3.020, 1.284], [1.797, 1.980, -2.849], [-2.316, 1.909, 3.066], [-1.770, 4.378, -2.284], [-1.752, -0.483, 4.697], [0.453, -3.200, 1.841], [0.278, -0.605, 3.963], [2.753, -1.489, 0.027], [-0.261, 1.458, -3.208], [-1.159, 0.878, 2.771], [5.153, -0.826, -1.944], [1.528, -1.730, 0.716], [5.232, -0.189, 0.699], [5.240, -4.674, -0.402], [5.232, -4.807, 1.354], [-0.393, 4.801, -1.799], [-1.138, 1.905, -3.669], [-2.935, 2.269, 1.927], [-0.758, -1.072, 1.073], [-0.799, 0.497, -1.763], [-3.557, -1.647, 1.130], [4.643, -2.343, -0.514], [-1.829, 3.023, 3.617], [3.516, -3.774, 0.531], [4.595, -4.827, 0.465], [-3.118, 2.247, -3.111], [-3.283, 1.477, 3.917], [-2.605, 0.646, -1.727], [-0.752, 0.231, 4.131], [-2.346, 5.280, -2.502], [-3.079, -3.210, -0.266], [-0.373, 1.147, 5.038]],
  "energy_ha": -3771.256171,
  "max_force_ev_per_a": 0.5,
  "total_charge": -1
}

[3]
{
  "formula": "C26H24Cl2IrN4O5",
  "method": "ωB97M-V/def2-TZVPD",
  "symbols": ["C", "H", "O", "N", "Cl", "C", "O", "H", "O", "C", "C", "H", "H", "H", "C", "C", "Cl", "C", "C", "O", "H", "H", "H", "H", "C", "C", "C", "H", "C", "C", "H", "H", "H", "C", "C", "O", "C", "H", "H", "N", "C", "H", "H", "C", "H", "N", "H", "C", "C", "H", "C", "H", "Ir", "C", "H", "H", "C", "N", "C", "H", "C", "C"],
  "coordinates": [[-3.347, 1.366, 0.280], [-0.959, -3.215, 4.597], [-2.534, -1.456, 0.199], [1.833, 1.184, -0.476], [-2.958, 4.037, 0.471], [1.710, 0.119, 1.535], [0.156, -2.263, -0.334], [3.303, 1.598, -0.951], [-2.116, 1.259, 0.359], [3.739, 3.477, -3.520], [-5.583, 0.402, 0.089], [1.905, -3.715, -4.365], [-0.794, -0.899, -2.610], [2.681, 0.535, 1.777], [0.928, 3.203, -3.320], [1.582, -1.194, 3.657], [-7.826, 1.872, 0.127], [-0.745, -1.868, -3.094], [-3.710, -1.124, 0.091], [-0.093, 1.105, -1.684], [-6.241, -0.455, -0.005], [0.900, 4.689, -4.881], [-1.490, -1.877, -3.887], [0.271, -4.231, -4.066], [1.014, -0.754, 2.481], [1.061, 1.518, -1.499], [-4.232, 0.232, 0.140], [1.394, -1.577, -3.016], [-6.145, 1.698, 0.171], [-3.971, 2.686, 0.333], [-5.777, 3.815, 0.351], [2.375, -3.579, -1.929], [-0.147, -5.252, -1.465], [1.529, 4.082, -4.243], [-5.332, 2.831, 0.288], [3.916, 2.072, -1.665], [1.582, -4.217, -2.327], [1.025, -4.659, -0.264], [2.566, -0.846, 3.947], [1.161, 0.373, 0.416], [-0.891, -1.990, 2.841], [2.027, -5.189, -2.536], [4.819, 3.534, -3.557], [0.871, -2.091, 4.442], [-1.352, -3.787, -2.597], [-1.112, -2.929, -2.123], [0.748, -1.727, -4.643], [2.939, 4.183, -4.356], [1.083, -3.618, -3.656], [-1.868, -2.279, 2.477], [-0.382, -2.505, 4.023], [-4.457, -1.919, -0.010], [-0.745, -0.383, 0.024], [3.139, 2.646, -2.512], [1.297, -2.471, 5.360], [3.374, 4.834, -5.102], [-0.207, -3.141, -1.132], [-0.204, -1.126, 2.095], [0.674, -2.128, -3.632], [-0.148, 3.093, -3.276], [0.529, -4.433, -1.205], [1.695, 2.474, -2.461]],
  "energy_ha": -2624.530663,
  "max_force_ev_per_a": 5.1,
  "s2": 0.7761,
  "total_charge": 2,
  "spin_multiplicity": 2
}

[4]
{
  "formula": "C26H24Cl4N2O7Rh",
  "method": "ωB97M-V/def2-TZVPD",
  "symbols": ["C", "H", "C", "C", "O", "C", "H", "C", "C", "C", "N", "H", "O", "C", "H", "Cl", "Cl", "H", "C", "H", "C", "O", "H", "C", "H", "C", "H", "C", "H", "H", "H", "C", "O", "C", "H", "H", "O", "C", "H", "H", "H", "H", "Cl", "C", "C", "Rh", "H", "H", "H", "C", "N", "H", "C", "O", "C", "C", "O", "C", "C", "Cl", "H", "C", "C", "H"],
  "coordinates": [[-1.271, 1.248, -2.227], [2.337, -3.505, 3.297], [3.423, -3.796, -1.445], [-3.253, -1.857, 2.444], [-0.934, -1.177, 1.125], [2.466, -5.258, 2.070], [-5.016, -1.403, 3.582], [-4.528, -3.497, 3.625], [-1.308, -2.408, 0.960], [2.524, -7.270, 0.583], [1.474, 1.311, -0.956], [0.776, 2.722, 2.832], [-1.431, 0.746, -0.896], [-2.543, -4.150, 2.393], [-0.216, 2.952, 0.024], [4.427, -1.869, 1.927], [1.365, -3.569, -3.228], [-3.080, -0.833, 2.138], [2.244, -3.131, -1.806], [-1.247, -6.566, -0.066], [4.119, -3.403, -0.315], [-0.930, -3.195, 0.114], [2.434, -7.139, -0.499], [2.348, 1.480, -1.744], [-2.507, 1.073, 0.778], [1.766, -6.207, 1.332], [-5.364, -3.772, 4.256], [-0.415, -7.093, 0.406], [-2.259, 1.472, -2.637], [-2.662, 2.355, -0.458], [-0.791, 0.452, -2.791], [2.426, -1.738, 0.157], [-0.095, 1.464, 1.448], [3.607, -2.379, 0.489], [-1.279, 3.159, 1.453], [-0.823, -7.941, 0.970], [1.897, -0.781, 0.915], [0.405, -4.230, 2.748], [3.550, -5.282, 2.078], [-0.123, -3.462, 3.298], [2.158, -8.271, 0.825], [1.594, 1.153, 2.520], [4.008, -5.102, -2.424], [1.759, -2.081, -1.042], [1.786, -4.264, 2.756], [0.330, -0.063, 0.006], [0.201, -7.504, -0.392], [-0.630, 2.130, -2.239], [1.721, 2.457, 1.320], [-2.365, -2.820, 1.977], [-1.704, -5.189, 1.997], [-3.746, -5.492, 3.543], [-4.334, -2.175, 3.251], [3.203, 1.738, -2.531], [-0.863, 2.438, 0.742], [-1.969, 1.677, 0.046], [0.698, -1.369, -1.392], [-3.629, -4.465, 3.215], [-0.305, -5.173, 2.009], [5.624, -4.152, 0.101], [-2.135, -6.094, 1.942], [0.372, -6.150, 1.273], [1.079, 1.998, 2.072], [3.583, -7.225, 0.831]],
  "energy_ha": -3592.816452,
  "max_force_ev_per_a": 0.2,
  "total_charge": -1
}